ORCA calculation (ωB97M-V/def2-TZVPD) on C19H42AuNO3P3 as an isolated structure at a distorted geometry.

Values from the calculation:
**Charge**: +3
**Calculated total energy**: -59544.255 eV
**Multiplicity**: 3

Last column: Löwdin spin population.
Geometry (Å):
Au (0.55103, 0.37419, -0.97627)  0.210
P (1.85418, -0.55518, 0.74385)  0.039
P (1.18153, 2.75866, -0.39700)  0.012
P (-0.98849, -1.63030, -1.17868)  0.087
H (2.04311, 0.94262, -2.82401)  0.001
C (1.08269, 0.37668, -2.90189)  0.127
C (-0.25583, 1.06946, -2.59125)  0.259
H (-1.22970, 0.53762, -2.94167)  0.009
C (2.85494, -1.94156, 0.11113)  0.013
C (3.07228, 0.51532, 1.55706)  0.005
C (0.98483, -1.23380, 2.17618)  -0.002
C (0.20065, 4.02777, -1.26082)  0.008
C (1.06395, 3.28065, 1.33999)  0.002
C (2.89923, 3.10321, -0.92676)  -0.003
C (-2.61984, -1.15396, -1.83725)  0.022
C (-1.42972, -2.56745, 0.31292)  0.011
C (-0.36675, -2.86868, -2.36938)  0.005
H (0.81262, 0.38382, -3.95059)  0.063
H (-0.28547, 2.22829, -2.75541)  0.005
H (3.50912, -2.32080, 0.91185)  0.003
H (3.47982, -1.59338, -0.72322)  0.000
H (2.20449, -2.75406, -0.24211)  0.000
H (3.67257, -0.10750, 2.23868)  0.001
H (2.56515, 1.28938, 2.14666)  0.000
H (3.73877, 0.99062, 0.82808)  0.000
H (0.55340, -2.21453, 1.94944)  0.000
H (0.19186, -0.53520, 2.48692)  0.000
H (1.70637, -1.34673, 2.99916)  0.000
H (0.30856, 4.98649, -0.73815)  0.002
H (-0.85418, 3.72631, -1.25147)  0.001
H (0.54464, 4.13572, -2.29695)  0.000
H (2.06562, 3.36857, 1.77679)  0.000
H (0.45558, 2.56355, 1.90863)  0.000
H (0.57141, 4.26138, 1.35954)  0.000
H (3.38333, 3.76272, -0.19531)  0.000
H (2.87220, 3.60221, -1.90407)  0.000
H (3.47356, 2.17326, -1.01472)  0.000
H (-3.33831, -1.95429, -1.61370)  0.005
H (-2.57754, -1.00483, -2.92361)  0.000
H (-2.93219, -0.22954, -1.33302)  0.001
H (-2.35357, -3.12757, 0.11292)  0.003
H (-1.60376, -1.86219, 1.13569)  0.000
H (-0.62379, -3.26381, 0.57453)  0.000
H (-0.91616, -3.80905, -2.22531)  0.001
H (0.70144, -3.05039, -2.19474)  0.000
H (-0.51401, -2.51932, -3.39965)  0.000
C (-2.14163, 0.06372, -5.89837)  0.085
C (-1.15180, -0.96797, -5.99533)  0.702
C (-1.48942, -2.36111, -6.15177)  0.079
C (-2.87347, -2.59390, -6.11487)  0.036
C (-3.81486, -1.52703, -5.94729)  -0.015
C (-3.42263, -0.19969, -5.81766)  0.019
O (-1.43265, 1.25604, -5.91474)  0.053
H (-0.55378, 0.91260, -5.89876)  0.024
H (1.24324, -0.75350, -2.83545)  0.009
H (-0.61883, -3.03943, -6.28210)  0.007
H (-3.18589, -3.62689, -6.19734)  0.007
H (-4.87983, -1.83839, -5.95432)  -0.001
H (-4.19717, 0.65069, -5.71097)  0.007
N (-3.28029, 1.74186, 3.65942)  0.001
C (-3.45645, 1.45596, 2.20856)  0.005
C (-2.03691, 1.15361, 1.73098)  0.005
O (-1.85816, 0.96521, 0.49862)  0.085
O (-1.15885, 1.12590, 2.65250)  0.000
H (-3.89601, 1.15928, 4.22662)  0.000
H (-3.50744, 2.71683, 3.85824)  0.000
H (-2.24787, 1.53381, 3.81841)  0.000
H (-4.11151, 0.59227, 2.08120)  0.000
H (-3.87504, 2.32541, 1.70096)  0.000

Forces on atoms 1 to 3 (eV/Å):
-1.5 -0.2 7.7
0.9 -1.0 1.5
0.5 0.4 0.0